DFT (the ωB97M-V functional and the def2-TZVPD basis) results for C4H8N2O in the gas phase in a non-equilibrium geometry.

Geometry as XYZ:
```
15
C4H8N2O | the Open Molecules 2025 dataset | the ωB97M-V functional and the def2-TZVPD basis
N 2.002 0.098 -1.233
C 1.657 -0.565 -0.124
O 2.212 -1.601 0.257
C 0.493 -0.228 0.739
N -0.522 0.619 0.084
C -1.795 0.805 0.768
C -1.713 -0.007 -0.469
H 2.651 -0.360 -1.852
H 1.514 0.932 -1.512
H 0.701 -1.390 1.029
H 0.816 0.308 1.635
H -1.916 0.275 1.708
H -2.241 1.801 0.741
H -1.766 -1.085 -0.364
H -2.093 0.397 -1.408
```

## Properties
- net charge = 0
- 2S+1 = 1
- relative energy (zero: lowest compared OMol25 entry of this formula, charge and spin) (kcal per mole) = 71.03
- orbital gap (eV) = 10.303
- E_tot (hartree) = -341.8904
- SMILES = NC(=O)CN1CC1